Below is a structure of composition C25H42BrN4O5P2Rb in a non-equilibrium geometry, with properties calculated with the ωB97M-V functional and the def2-TZVPD basis.

```
80
C25H42BrN4O5P2Rb | the OMol25 dataset | the ωB97M-V functional and the def2-TZVPD basis
Rb 0.78 0.18 -0.25
C 4.23 -1.13 2.94
C 2.88 -1.82 3.14
C 2.89 -2.66 4.42
C 1.71 -0.87 3.20
C 0.43 -1.36 2.94
C -0.68 -0.55 2.99
C -0.56 0.80 3.31
C -1.77 1.70 3.31
C 0.71 1.30 3.59
C 1.82 0.48 3.55
H 5.00 -1.89 2.79
H 4.51 -0.54 3.81
H 4.20 -0.49 2.06
H 2.71 -2.48 2.28
H 3.04 -2.01 5.29
H 3.70 -3.39 4.39
H 1.95 -3.19 4.54
H 0.31 -2.41 2.70
H -1.67 -0.96 2.80
H -1.99 1.98 2.28
H -1.59 2.60 3.88
H -2.63 1.18 3.72
H 0.82 2.34 3.87
H 2.79 0.89 3.80
C -2.35 0.13 -2.56
N -1.68 0.80 -3.66
C -2.59 1.23 -4.71
P -0.42 1.81 -3.21
O 0.61 1.19 -2.40
O -1.15 3.06 -2.39
P -1.53 3.07 -0.82
O -1.31 1.83 -0.09
N -0.66 4.34 -0.13
C -0.51 5.55 -0.91
C 0.57 3.96 0.54
N -3.14 3.49 -0.94
C -3.60 4.54 -1.83
C -3.89 3.45 0.30
N 0.19 2.67 -4.49
C -0.52 3.67 -5.25
C 1.41 2.19 -5.10
H -3.02 -0.64 -2.96
H -2.93 0.81 -1.94
H -1.60 -0.37 -1.95
H -3.19 0.37 -5.02
H -2.03 1.57 -5.57
H -3.28 2.02 -4.38
H -1.48 5.86 -1.30
H 0.17 5.43 -1.76
H -0.14 6.35 -0.26
H 0.36 3.12 1.19
H 0.91 4.79 1.16
H 1.37 3.70 -0.16
H -2.95 4.59 -2.70
H -3.62 5.52 -1.34
H -4.61 4.29 -2.15
H -3.55 2.60 0.88
H -4.95 3.31 0.06
H -3.78 4.37 0.88
H -1.45 3.92 -4.76
H -0.74 3.32 -6.27
H 0.10 4.57 -5.34
H 1.86 1.46 -4.43
H 2.11 3.01 -5.25
H 1.20 1.71 -6.07
Br 0.90 -0.85 -7.93
C 1.14 -1.22 -6.07
C 2.38 -0.97 -5.50
C 2.54 -1.18 -4.14
C 1.48 -1.64 -3.37
C 0.27 -1.91 -3.98
C 0.08 -1.70 -5.33
C 1.58 -1.73 -1.84
O 2.63 -1.33 -1.31
O 0.55 -2.09 -1.24
H 3.20 -0.60 -6.11
H 3.48 -0.96 -3.66
H -0.54 -2.29 -3.37
H -0.88 -1.88 -5.79
```

## Properties
- E_tot (a.u.) = -4854.0926
- net charge = 0
- frontier orbital gap (eV) = 8.4643
- molecular weight (Da) = 706.0
- LUMO energy (eV) = 0.15